{"formula": "C3H7N4", "method": "ωB97M-V/def2-TZVPD", "de_lowest_kcal_mol": 80.1, "e_tot_ev": -9175.04154, "multiplicity": 1, "smiles": "C[C@H]1N=NNC=[NH+]1", "total_charge": 1, "gap_ev": 10.0, "homo_energy_ev": -14.510, "elements": ["N", "N", "N", "N", "C", "C", "C", "H", "H", "H", "H", "H", "H", "H"], "xyz": [[-0.126435, 0.803049, -0.140315], [2.023757, 0.344288, 0.314089], [0.739524, -1.492748, -0.142382], [1.798304, -0.955193, -0.126467], [1.129221, 1.203140, -0.178131], [-1.803783, -0.745604, -0.040401], [-0.508034, -0.379010, 0.482078], [1.569548, 2.111126, -0.691530], [-0.845555, 1.243571, -0.794559], [-1.849708, -1.876554, -0.053295], [-2.001376, -0.391304, -1.129199], [2.952462, 0.664963, 0.522562], [-2.705092, -0.225112, 0.481920], [-0.372832, -0.304616, 1.495635]], "forces_ev_per_angstrom": [[0.079, 2.792, -2.180], [-1.644, 1.555, 0.420], [-2.058, 1.889, 1.056], [1.720, -2.347, -0.041], [0.807, 1.046, -0.046], [-3.763, -0.993, -1.449], [1.655, -0.636, -3.159], [-1.379, -0.839, 0.681], [1.519, -0.606, 1.152], [-0.598, 1.331, 0.178], [0.855, -0.827, 1.568], [0.555, -0.599, -0.439], [1.651, -1.335, -0.284], [0.600, -0.430, 2.543]], "nbo_charge": [-0.479, -0.434, -0.007, 0.064, 0.321, -0.679, 0.030, 0.261, 0.458, 0.281, 0.231, 0.449, 0.267, 0.235]}

{"formula": "CH3NOP2S", "method": "ωB97M-V/def2-TZVPD", "de_lowest_kcal_mol": 9.5, "e_tot_ev": -34032.41481, "multiplicity": 3, "gap_ev": [8.3, 7.1], "homo_energy_ev": [-7.779, -9.622], "elements": ["S", "P", "P", "O", "N", "C", "H", "H", "H"], "xyz": [[2.228824, 0.797268, 0.212287], [1.566744, -1.024835, 0.844863], [-0.855104, -1.004518, -0.843801], [0.567641, -1.512459, -0.431778], [0.089547, 1.699573, -0.131434], [-0.780033, 0.930720, -0.533616], [-1.533535, -0.978426, 0.454645], [0.379118, -0.431700, 1.262853], [-1.663204, 1.524378, -0.834020]], "forces_ev_per_angstrom": [[2.052, -0.782, 0.403], [-0.468, 0.934, -0.685], [-1.611, 1.488, 0.404], [1.607, -1.299, -0.592], [-0.680, -0.612, 0.032], [-0.294, 0.949, -0.611], [0.173, -0.333, -0.511], [-0.125, 0.374, 1.767], [-0.654, -0.718, -0.206]], "mulliken_spin": [0.872, 0.047, 0.135, 0.023, 0.844, -0.059, -0.004, 0.060, 0.082]}

{"formula": "C18H17N3O4", "method": "ωB97M-V/def2-TZVPD", "de_lowest_kcal_mol": 35.0, "e_tot_ev": -31600.91025, "multiplicity": 1, "smiles": "O=C1c2cccc3cc([N+](=O)[O-])cc(c23)C(=O)N1CCN1CCCC1", "gap_ev": 6.9, "homo_energy_ev": -8.337, "elements": ["O", "O", "O", "O", "N", "N", "N", "C", "C", "C", "C", "C", "C", "C", "C", "C", "C", "C", "C", "C", "C", "C", "C", "C", "C", "H", "H", "H", "H", "H", "H", "H", "H", "H", "H", "H", "H", "H", "H", "H", "H", "H"], "xyz": [[-1.101268, -1.702654, -0.641916], [1.302704, 2.110737, -0.254675], [-6.005513, -1.479522, -0.560325], [-7.015184, 0.404446, -0.339177], [0.084105, 0.218087, -0.486595], [2.997820, -1.746206, 0.881448], [-6.016640, -0.277228, -0.427390], [-2.177404, 4.470543, 0.046177], [1.776688, -0.999854, 0.824783], [1.315560, -0.549569, -0.582113], [-3.398331, 3.850422, -0.005904], [-1.101600, -0.496815, -0.521393], [-4.740731, 0.403665, -0.368904], [4.222140, -1.070563, 0.505601], [-3.486627, 2.449510, -0.159801], [5.279915, -2.178911, 0.579460], [-1.045413, 2.354413, -0.204828], [-0.997825, 3.725104, -0.052418], [4.480216, -3.490189, 0.454219], [3.037392, -3.034226, 0.222403], [-2.288022, 1.694218, -0.260785], [-3.563071, -0.349344, -0.467734], [-4.716858, 1.771363, -0.218198], [0.210106, 1.586913, -0.309768], [-2.346574, 0.291711, -0.414832], [-4.311397, 4.421663, 0.069394], [5.805775, -2.142251, 1.531667], [-5.646878, 2.316173, -0.145540], [4.418304, -0.248567, 1.195862], [-0.032556, 4.207119, -0.012115], [2.300608, -3.704626, 0.666777], [2.069429, 0.092162, -1.039722], [-3.610186, -1.422041, -0.585213], [4.838431, -4.115184, -0.361650], [6.014903, -2.072960, -0.216663], [-2.117200, 5.541612, 0.163634], [2.835497, -2.960005, -0.858870], [0.985987, -1.619517, 1.259553], [1.115861, -1.418925, -1.209705], [1.902944, -0.106429, 1.444588], [4.546421, -4.063279, 1.377330], [4.178472, -0.660995, -0.516666]], "forces_ev_per_angstrom": [[-0.051, 0.044, 0.032], [-0.072, 0.004, 0.029], [-0.015, -0.307, -0.034], [-0.297, 0.102, 0.015], [0.253, -0.153, -0.023], [0.197, -0.145, 0.106], [-0.412, -0.105, -0.006], [-0.351, 0.049, 0.009], [-0.250, 0.162, -0.147], [0.549, -0.346, 0.111], [0.159, 0.077, 0.006], [-0.149, -0.176, -0.040], [0.896, 0.892, 0.087], [0.087, 0.117, 0.038], [0.360, -0.268, -0.033], [0.018, 0.100, -0.021], [-0.174, 0.591, 0.072], [0.177, -0.592, -0.068], [-0.101, -0.061, -0.062], [-0.008, -0.128, 0.031], [-0.160, 0.106, 0.014], [0.333, -0.017, -0.006], [-0.239, -0.438, -0.044], [0.110, 0.192, 0.001], [-0.658, 0.025, 0.015], [-0.087, 0.081, 0.011], [0.043, 0.018, -0.009], [-0.032, 0.000, 0.001], [0.019, 0.072, -0.076], [0.079, 0.009, 0.001], [-0.046, -0.036, -0.083], [-0.132, -0.119, 0.000], [0.033, -0.004, 0.000], [0.009, -0.066, 0.016], [0.054, 0.021, 0.028], [-0.025, 0.083, 0.010], [-0.028, -0.028, -0.009], [-0.031, 0.117, 0.010], [0.046, 0.164, 0.030], [-0.111, -0.025, -0.009], [-0.006, -0.042, -0.010], [0.011, 0.032, 0.010]], "nbo_charge": [-0.571, -0.577, -0.361, -0.376, -0.457, -0.437, 0.530, -0.220, -0.210, -0.258, -0.139, 0.679, -0.005, -0.218, -0.096, -0.408, -0.171, -0.103, -0.405, -0.218, 0.085, -0.112, -0.103, 0.680, -0.159, 0.222, 0.208, 0.251, 0.202, 0.244, 0.204, 0.230, 0.274, 0.207, 0.206, 0.226, 0.154, 0.203, 0.230, 0.202, 0.207, 0.156]}

{"formula": "C21H60N2O12S", "method": "ωB97M-V/def2-TZVPD", "e_tot_ev": -61128.46415, "multiplicity": 1, "gap_ev": 8.2, "homo_energy_ev": -8.197, "elements": ["S", "O", "O", "O", "O", "O", "O", "O", "O", "O", "O", "O", "O", "N", "N", "C", "C", "C", "C", "C", "C", "C", "C", "C", "C", "C", "C", "C", "C", "C", "C", "C", "C", "C", "C", "C", "H", "H", "H", "H", "H", "H", "H", "H", "H", "H", "H", "H", "H", "H", "H", "H", "H", "H", "H", "H", "H", "H", "H", "H", "H", "H", "H", "H", "H", "H", "H", "H", "H", "H", "H", "H", "H", "H", "H", "H", "H", "H", "H", "H", "H", "H", "H", "H", "H", "H", "H", "H", "H", "H", "H", "H", "H", "H", "H", "H"], "xyz": [[35.030486, -14.424352, -0.172618], [34.501965, -18.924302, -2.783911], [35.884569, -19.324634, 1.470550], [37.606423, -19.034434, -0.542990], [37.334589, -12.538485, -3.604681], [30.800837, -13.132618, -2.347493], [35.527552, -14.570106, -1.593158], [38.311603, -13.917199, 3.360292], [30.514648, -16.920266, 2.714424], [29.186409, -11.293929, 1.318745], [32.275699, -8.826166, -1.293306], [32.398336, -18.743874, -0.744884], [37.675237, -16.326465, -1.400746], [34.077011, -13.250510, -3.397404], [34.276268, -12.470530, 3.467765], [33.902278, -11.929777, -3.530295], [31.832892, -17.360618, 2.914555], [37.914307, -14.012284, 2.033435], [34.691474, -16.152389, 0.440941], [32.867144, -11.808603, -4.453987], [32.354941, -10.212909, -0.974074], [35.028910, -17.733275, -3.244361], [38.792999, -16.009174, -2.237372], [29.424579, -12.467302, 0.573649], [33.465174, -10.775993, 2.205227], [33.336164, -13.975365, -4.299353], [32.965108, -12.706831, 3.262345], [33.241472, -13.846034, -0.078032], [32.373195, -11.605245, 2.641765], [29.845884, -14.112584, -2.737028], [32.536963, -13.047031, -4.929882], [34.596669, -11.357433, 2.767835], [34.908851, -20.282977, 1.109648], [31.626935, -17.614837, -1.067247], [38.062752, -19.849439, -1.551694], [37.656239, -11.233540, -4.141073], [30.321299, -16.187537, 3.303765], [38.479501, -20.681038, -0.983477], [33.915422, -16.607042, -0.174804], [33.974254, -19.778447, 1.354755], [31.913380, -10.834249, -1.753211], [38.599928, -13.535909, 1.332655], [32.943181, -13.959461, 0.964214], [36.287759, -18.978691, 0.670947], [31.963347, -17.914398, 3.844288], [35.613300, -16.728571, 0.361258], [37.303101, -20.302942, -2.188369], [33.435285, -15.048026, -4.222060], [31.738495, -13.249267, -5.628418], [34.531800, -11.280624, -2.939786], [36.067353, -17.632522, -2.928781], [37.533884, -18.150647, -0.910765], [32.580802, -13.595445, 3.740971], [32.392690, -10.877674, -4.727215], [37.522562, -14.154548, 3.852921], [29.345384, -13.336118, 1.227096], [38.912741, -16.748130, -3.029661], [33.395766, -10.505411, -0.835323], [30.637324, -17.838842, -1.465499], [31.925857, -19.467025, -0.326061], [30.409448, -15.017047, -2.966032], [37.028666, -15.629539, -1.534339], [34.886606, -13.050132, 4.026024], [32.184557, -18.045318, 2.142795], [32.536716, -16.529670, 2.962137], [34.999724, -20.527019, 0.051212], [32.147149, -16.998653, -1.800583], [38.164851, -11.295300, -5.103157], [31.333957, -11.371257, 2.463876], [28.728410, -12.596175, -0.255110], [39.663560, -15.955161, -1.583693], [31.499940, -16.937423, -0.222798], [35.638958, -11.097908, 2.655174], [31.374548, -13.080936, -3.115466], [34.376565, -16.200919, 1.483330], [31.812117, -10.417601, -0.051287], [34.801177, -13.670173, -2.832099], [37.667950, -15.056645, 1.841868], [38.329343, -10.719776, -3.454728], [29.149519, -14.370945, -1.939272], [28.414625, -11.501531, 1.850582], [34.002933, -18.709230, -1.992513], [29.406826, -13.790609, -3.681307], [34.593507, -16.826616, -2.824254], [33.113275, -12.818442, -0.418210], [36.743659, -10.637548, -4.151062], [34.920479, -21.179253, 1.729857], [30.366656, -12.419031, 0.027503], [36.924919, -13.559218, 1.970667], [33.458592, -9.859192, 1.634411], [38.788407, -15.041855, -2.739735], [32.573214, -14.446606, -0.695154], [37.220270, -12.436989, -2.656933], [35.086278, -17.672998, -4.331180], [38.789143, -19.280845, -2.132337], [32.575294, -8.338445, -0.522611]], "forces_ev_per_angstrom": [[-1.294, -0.434, 1.278], [-0.662, -0.540, 0.148], [0.057, -0.148, 0.864], [-1.102, 1.353, 0.747], [0.420, 0.334, -0.634], [-0.624, -0.060, 0.756], [-0.139, -0.245, 0.439], [0.724, 0.395, 1.189], [-0.303, -0.186, -0.501], [0.007, 0.124, 0.066], [-0.088, -0.248, -0.304], [0.802, -0.039, -0.189], [0.525, 0.221, -0.476], [0.918, -1.137, -0.704], [0.279, -0.090, -1.019], [-0.938, -0.299, -0.303], [0.784, -0.071, 0.635], [-1.701, -0.414, -0.344], [0.132, 0.391, -0.517], [0.741, 2.945, 0.685], [-0.125, 0.140, 0.327], [1.684, 1.074, -0.212], [0.603, -0.037, 0.368], [-0.033, -0.386, -0.733], [0.529, -1.125, 1.483], [0.319, 0.417, 1.505], [-1.928, 0.301, 1.229], [0.579, -0.570, -0.639], [1.041, -0.452, -0.597], [1.071, -0.268, -0.446], [-0.905, -1.880, -0.956], [0.962, 1.267, -0.698], [-0.276, 0.968, 0.273], [-0.576, 0.657, 0.145], [0.663, -1.322, -0.014], [-0.200, -0.215, 1.232], [0.093, -0.058, 0.071], [0.692, -0.221, -0.606], [0.091, 0.067, -0.075], [-0.644, -0.383, -0.538], [0.025, 0.378, -0.163], [0.079, -0.311, 0.228], [0.251, 0.173, 0.055], [0.477, -0.420, -0.246], [-0.206, -0.048, 0.263], [0.047, 0.193, -0.144], [-0.355, 0.403, -0.214], [-0.314, 0.035, -0.519], [0.154, -0.069, -0.112], [-0.412, 0.328, -0.200], [0.386, -0.086, 0.080], [-0.095, 0.705, 0.042], [-0.553, 0.203, -0.039], [0.090, -0.018, -0.108], [0.315, -0.034, 0.400], [0.352, -0.266, -0.129], [0.096, -0.213, 0.164], [0.145, -0.181, 0.004], [0.022, -0.202, -0.044], [-0.344, 0.281, -0.040], [-0.146, -0.467, -0.061], [-0.677, 0.178, -0.064], [-0.068, 0.221, -0.387], [-0.454, 0.197, -0.374], [0.118, 0.182, -0.141], [-0.301, -0.184, 0.002], [0.228, -0.383, -0.306], [-0.421, -0.302, 0.027], [-0.043, -0.473, -0.073], [-0.526, 0.080, 0.080], [0.247, -0.406, -0.183], [-0.169, -0.138, 0.424], [-0.077, 0.256, 0.124], [0.549, 0.360, -0.176], [0.017, 0.475, -0.018], [-0.054, -0.111, 0.103], [0.059, -0.113, 0.038], [0.667, -0.287, -0.834], [0.255, 0.055, -0.014], [-0.106, 0.512, -0.123], [-0.075, 0.369, 0.128], [-0.312, -0.497, 0.241], [-0.728, -0.114, 0.210], [-0.600, 0.031, -0.159], [0.420, 0.010, 0.191], [-0.016, 0.097, -0.599], [0.537, -0.069, -0.018], [0.302, 0.076, 0.596], [-0.033, 0.633, -0.616], [-0.101, -0.164, 0.126], [-0.759, 0.190, 0.130], [0.245, -0.237, -0.140], [-0.032, -0.047, 0.045], [-0.534, -0.120, -0.095], [0.279, -0.557, -0.290], [-0.028, 0.070, -0.007]], "mulliken_charge": [0.558, -0.555, -0.536, -0.438, -0.383, -0.284, -0.773, -0.539, -0.534, -0.530, -0.606, -0.494, -0.223, 0.810, 0.123, -0.582, -0.015, -0.154, -0.155, -0.493, -0.212, 0.145, -0.777, -0.421, -0.188, -0.075, -0.845, -0.289, -0.544, -0.864, -1.266, -0.925, -0.142, -0.474, -0.700, -0.611, 0.314, 0.271, -0.151, -0.228, 0.144, 0.279, 0.330, 0.454, 0.407, -0.064, 0.253, 0.311, 0.386, 0.647, -0.004, 0.337, 0.546, 0.422, 0.298, 0.289, 0.280, 0.153, 0.439, 0.264, 0.256, 0.205, 0.218, -0.157, 0.002, 0.211, 0.058, 0.239, 0.614, 0.325, 0.305, 0.261, 0.446, 0.256, 0.273, 0.240, -0.040, 0.283, 0.303, 0.287, 0.299, 0.278, 0.313, -0.327, -0.209, 0.223, 0.313, -0.012, -0.131, 0.564, 0.243, 0.237, 0.220, 0.411, 0.292, 0.313]}

> What is the formula in the second record?

CH3NOP2S

> multiplicity of number 3 (C18H17N3O4)?

1

> Which formula does entry 2 have?

CH3NOP2S